Formula: C19H32FN2O8S
Source: the Open Molecules 2025 dataset
Level of theory: ωB97M-V with the def2-TZVPD basis set

E_tot: -53126.3831 eV
Net charge: +1

Atoms and positions in Å:
C (4.328, -1.526, 3.429)
C (5.054, -1.594, 2.054)
O (5.648, -0.371, 1.663)
C (4.711, 0.617, 1.291)
C (4.311, 0.579, -0.196)
O (3.366, -0.450, -0.542)
C (2.022, -0.055, -0.334)
C (1.293, -1.222, 0.374)
C (0.042, -1.884, -0.367)
C (-0.589, -2.593, 0.854)
S (-2.051, -3.646, 0.670)
N (-0.611, -1.487, 1.857)
C (-1.639, -0.414, 1.703)
O (-2.433, -0.482, 0.880)
N (-1.545, 0.626, 2.691)
C (-0.929, 1.804, 2.204)
O (-0.660, 2.649, 2.918)
F (-0.623, 1.910, 0.908)
C (0.834, -1.029, 1.881)
H (4.272, -2.516, 3.899)
H (4.826, -0.802, 4.090)
H (3.310, -1.143, 3.241)
H (4.422, -2.043, 1.264)
H (5.883, -2.309, 2.188)
H (5.211, 1.590, 1.449)
H (3.804, 0.638, 1.927)
H (5.213, 0.387, -0.798)
H (3.891, 1.548, -0.518)
H (1.952, 0.900, 0.220)
H (1.505, 0.120, -1.298)
H (2.005, -2.061, 0.441)
H (-0.639, -1.184, -0.871)
H (0.474, -2.536, -1.136)
H (0.264, -3.203, 1.200)
H (-1.474, -4.837, 0.341)
H (-0.923, -1.935, 2.734)
H (-2.456, 0.822, 3.105)
H (1.285, -1.732, 2.590)
H (1.020, 0.010, 2.180)
O (-1.734, -4.613, -2.641)
C (-2.143, -3.659, -3.238)
O (-1.652, -2.402, -3.067)
C (-2.426, -1.469, -3.847)
C (-3.077, -2.303, -4.935)
C (-3.278, -3.642, -4.237)
H (-3.160, -0.994, -3.191)
H (-1.768, -0.702, -4.252)
H (-3.995, -1.863, -5.321)
H (-2.386, -2.425, -5.771)
H (-4.225, -3.683, -3.696)
H (-3.199, -4.477, -4.928)
O (-3.510, 6.871, -1.778)
C (-3.090, 5.989, -1.095)
O (-2.541, 4.846, -1.597)
C (-2.235, 3.943, -0.528)
C (-2.119, 4.816, 0.712)
C (-3.116, 5.930, 0.417)
H (-3.046, 3.211, -0.447)
H (-1.309, 3.419, -0.752)
H (-2.319, 4.280, 1.638)
H (-1.112, 5.234, 0.778)
H (-4.125, 5.673, 0.744)
H (-2.806, 6.878, 0.849)

Atoms 1-2, force components in eV/Å:
-0.359 0.599 -1.009
0.609 -1.209 0.872

What are the Mulliken partial charges on each atom? They are as follows, in elementary charge units: C -0.750; C -0.108; O -0.399; C -0.242; C -0.662; O -0.437; C -0.882; C 1.055; C -1.094; C -0.319; S -0.162; N 0.227; C 0.004; O -0.336; N -0.146; C 0.360; O -0.371; F -0.113; C -1.005; H 0.379; H 0.324; H -0.082; H 0.151; H 0.352; H 0.396; H 0.154; H 0.370; H 0.387; H 0.413; H 0.379; H 0.155; H 0.286; H 0.536; H 0.402; H 0.250; H 0.511; H 0.445; H 0.247; H 0.300; O -0.576; C 0.407; O -0.199; C -0.442; C -0.571; C -0.386; H 0.278; H 0.343; H 0.335; H 0.274; H 0.263; H 0.308; O -0.536; C 0.420; O -0.366; C -0.218; C -0.283; C -0.493; H 0.180; H 0.203; H 0.210; H 0.271; H 0.275; H 0.328



Formula: C3H4O3Rh
Source: the Open Molecules 2025 dataset
Level of theory: ωB97M-V with the def2-TZVPD basis set

Energy relative to the best compared isomer or geometry (same formula, charge and spin): 0.00 kcal per mole
E_tot: -12297.3859 eV
Net charge: +2
⟨S²⟩: 8.759
2S+1: 6

Atoms and positions in Å:
H (-0.190, 1.550, 1.135)
O (-1.006, -0.316, -0.257)
Rh (-1.845, -1.764, -1.557)
C (-0.577, -0.193, 0.922)
C (0.606, 0.663, 1.189)
H (-0.741, -1.043, 1.607)
H (1.521, 0.102, 0.946)
H (0.783, 0.760, 2.272)
O (-0.259, -0.675, -2.571)
C (0.392, 0.176, -2.073)
O (1.316, 0.740, -1.612)

Atoms 1-2, force components in eV/Å:
2.089 -0.483 -0.614
-1.766 -1.176 -2.556

What are the Mulliken partial charges on each atom? They are as follows, in elementary charge units: H 0.381; O -0.627; Rh 1.532; C -0.094; C -0.634; H 0.398; H 0.411; H 0.382; O -0.528; C 0.995; O -0.216



Formula: C26H46Br17NO4
Source: the Open Molecules 2025 dataset
Level of theory: ωB97M-V with the def2-TZVPD basis set

E_tot: -1228111.1869 eV
Net charge: 0

Atoms and positions in Å:
N (-2.585, -1.281, 0.699)
C (-1.870, -2.525, 1.067)
C (-1.662, -3.297, -0.219)
O (-2.862, -4.063, -0.406)
C (-0.536, -4.313, -0.113)
C (0.867, -3.883, -0.381)
C (1.467, -2.793, -0.801)
C (0.838, -1.464, -1.051)
C (1.832, -0.341, -1.415)
C (2.050, 0.716, -0.319)
Br (3.865, 0.673, 0.392)
C (2.889, -3.185, -1.023)
O (3.763, -2.621, -1.475)
O (3.015, -4.543, -0.782)
C (1.932, -4.896, -0.055)
O (1.861, -5.684, 0.755)
H (-2.703, -0.768, 1.561)
H (-1.939, -0.721, 0.154)
H (-0.918, -2.270, 1.541)
H (-2.508, -3.104, 1.716)
H (-1.611, -2.629, -1.063)
H (-3.296, -3.730, -1.190)
H (-0.743, -5.065, -0.871)
H (-0.559, -4.854, 0.828)
H (0.111, -1.544, -1.849)
H (0.327, -1.182, -0.140)
H (1.373, 0.207, -2.232)
H (2.780, -0.706, -1.780)
H (1.884, 1.702, -0.713)
H (1.366, 0.609, 0.512)
Br (-4.030, -7.736, -1.360)
C (-3.202, -7.765, -3.119)
C (-2.289, -6.585, -3.318)
Br (-3.299, -4.959, -3.661)
H (-4.005, -7.805, -3.848)
H (-2.634, -8.692, -3.154)
H (-1.669, -6.727, -4.200)
H (-1.656, -6.387, -2.460)
Br (2.028, 3.276, 2.473)
C (3.735, 3.468, 3.380)
C (4.067, 4.917, 3.616)
Br (4.664, 5.790, 1.983)
H (4.474, 2.955, 2.772)
H (3.619, 2.942, 4.328)
H (4.900, 5.008, 4.312)
H (3.221, 5.489, 3.986)
Br (0.990, 5.759, -0.678)
C (0.071, 4.540, -1.887)
C (-1.215, 4.038, -1.290)
Br (-0.889, 2.683, 0.065)
H (0.769, 3.743, -2.121)
H (-0.127, 5.122, -2.784)
H (-1.821, 3.546, -2.048)
H (-1.799, 4.822, -0.816)
Br (-7.735, -5.698, -5.149)
C (-6.386, -4.665, -6.095)
C (-5.937, -5.360, -7.352)
Br (-4.736, -6.840, -6.959)
H (-5.575, -4.492, -5.397)
H (-6.866, -3.718, -6.335)
H (-5.360, -4.682, -7.977)
H (-6.761, -5.768, -7.928)
Br (1.068, 0.711, -4.648)
C (2.609, 1.621, -5.414)
C (3.901, 0.958, -5.021)
Br (4.382, 1.374, -3.180)
H (2.553, 2.656, -5.093)
H (2.465, 1.567, -6.491)
H (4.721, 1.338, -5.627)
H (3.864, -0.123, -5.098)
Br (-1.368, 0.237, 3.362)
C (-0.282, -1.017, 4.379)
C (1.185, -0.780, 4.136)
Br (1.739, -1.467, 2.398)
H (-0.601, -2.016, 4.098)
H (-0.536, -0.839, 5.422)
H (1.784, -1.323, 4.864)
H (1.453, 0.270, 4.159)
Br (1.305, 3.823, 6.943)
C (1.832, 5.575, 7.605)
C (3.113, 6.036, 6.969)
Br (4.662, 5.126, 7.717)
H (1.893, 5.499, 8.685)
H (1.016, 6.241, 7.334)
H (3.277, 7.093, 7.167)
H (3.133, 5.862, 5.900)
Br (-2.995, 4.396, 2.515)
C (-2.221, 6.180, 2.353)
C (-0.756, 6.237, 2.695)
Br (-0.469, 6.219, 4.623)
H (-2.817, 6.837, 2.978)
H (-2.371, 6.443, 1.308)
H (-0.334, 7.184, 2.363)
H (-0.179, 5.420, 2.275)

Atoms 1-2, force components in eV/Å:
-0.009 -0.451 0.270
0.176 1.475 -0.951

What are the Mulliken partial charges on each atom? They are as follows, in elementary charge units: N -0.726; C -0.097; C -0.383; O -0.573; C 0.274; C 0.688; C 0.558; C 0.200; C 0.955; C -1.081; Br -0.142; C -0.161; O -0.414; O -0.384; C -0.230; O -0.467; H 0.133; H 0.292; H -0.358; H 0.621; H 0.853; H 0.317; H -0.576; H 0.393; H 0.531; H -0.511; H -1.086; H 0.707; H 0.266; H 0.304; Br -0.123; C -0.553; C -0.332; Br -0.082; H 0.258; H 0.377; H 0.404; H 0.074; Br 0.138; C -0.558; C -0.585; Br -0.143; H 0.428; H 0.324; H 0.421; H 0.052; Br -0.113; C -0.483; C -0.581; Br -0.056; H 0.167; H 0.402; H 0.407; H 0.250; Br -0.109; C -0.244; C -0.575; Br -0.146; H -0.050; H 0.355; H 0.341; H 0.383; Br -0.116; C -0.569; C -0.617; Br -0.094; H 0.345; H 0.350; H 0.363; H 0.373; Br -0.149; C -0.717; C -0.469; Br -0.028; H 0.367; H 0.458; H 0.393; H 0.193; Br -0.111; C -0.585; C 0.157; Br -0.136; H 0.415; H 0.246; H 0.402; H -0.371; Br -0.144; C -0.693; C -0.101; Br -0.148; H 0.444; H 0.331; H 0.378; H -0.117



Formula: H22O11
Source: the Open Molecules 2025 dataset
Level of theory: ωB97M-V with the def2-TZVPD basis set

Energy relative to the best compared isomer or geometry (same formula, charge and spin): 12.22 kcal per mole
E_tot: -22880.2350 eV
Net charge: -1
⟨S²⟩: 0.751
2S+1: 2

Atoms and positions in Å:
O (1.337, 2.244, 1.319)
H (1.877, 1.708, 0.738)
H (1.939, 2.900, 1.670)
O (-1.252, 1.016, -2.779)
H (-1.073, 1.816, -2.286)
H (-2.081, 0.695, -2.425)
O (1.187, -0.033, 3.346)
H (0.338, 0.016, 2.908)
H (1.440, 0.881, 3.483)
O (-2.463, -1.165, -1.531)
H (-2.385, -1.766, -0.790)
H (-2.777, -0.348, -1.145)
O (0.579, -0.648, -0.297)
H (-0.195, -0.534, -0.848)
H (0.239, -0.649, 0.598)
O (1.391, -2.422, -2.272)
H (1.145, -1.615, -2.725)
H (1.178, -2.256, -1.354)
O (-1.250, -0.332, 2.142)
H (-1.660, 0.498, 1.896)
H (-1.832, -0.700, 2.807)
O (-1.442, 2.233, 1.467)
H (-0.530, 1.952, 1.528)
H (-1.409, 3.182, 1.587)
O (-0.050, -2.666, 3.453)
H (0.570, -2.051, 3.062)
H (-0.547, -3.009, 2.710)
O (0.377, -0.725, -3.873)
H (-0.381, -0.189, -3.643)
H (0.069, -1.282, -4.588)
O (2.687, 1.277, -1.075)
H (1.940, 0.679, -1.118)
H (3.034, 1.291, -1.967)

Atoms 1-2, force components in eV/Å:
-0.230 0.175 0.490
0.274 -0.271 -0.523

What are the Mulliken partial charges on each atom? They are as follows, in elementary charge units: O -0.559; H 0.279; H 0.315; O -0.692; H 0.203; H 0.247; O -0.749; H 0.363; H 0.345; O -0.801; H 0.231; H 0.395; O -0.815; H 0.285; H 0.096; O -0.706; H 0.388; H 0.361; O -0.132; H 0.204; H 0.016; O -0.322; H 0.082; H 0.317; O -0.685; H 0.291; H 0.322; O -0.876; H 0.362; H 0.335; O -0.745; H 0.318; H 0.324